Molecular formula: C4H8N2O2
Method: DFT, ωB97M-V with the def2-TZVPD basis set

The SMILES is CN1CCC(=O)N1O. The value obtained for the frontier orbital gap is 0.3244 Ha. As for the HOMO energy: -8.29 eV. As for the spin multiplicity: 1. The max |F| comes out at 4.1 eV/A. The energy above the lowest of the compared OMol25 structures with the same formula, charge and spin is 516.2 kJ/mol.

Last columns: bonded neighbours and bond lengths (Å).
CARTESIAN COORDINATES (ANGSTROEM)
1 C 1.6266 -0.6340 0.1080  C2 1.516, N5 1.352, O7 1.210
2 C 0.5522 -1.6802 0.3311  C1 1.516, C3 1.491, H9 1.105, H10 1.182
3 C -0.6892 -0.9449 -0.0451  C2 1.491, N6 1.458, H11 1.155, H12 1.119
4 C -1.5220 1.3373 -0.1150  N6 1.478, H13 1.102, H14 1.116, H15 1.105
5 N 1.0605 0.5820 0.2807  C1 1.352, N6 1.551, O8 1.390
6 N -0.4785 0.4268 0.4004  C3 1.458, C4 1.478, N5 1.551
7 O 2.8058 -0.8410 -0.0691  C1 1.210
8 O 1.5283 1.8724 0.0594  N5 1.390, H16 1.070
9 H 0.6878 -2.5865 -0.2871  C2 1.105
10 H 0.5961 -1.9630 1.4783  C2 1.182
11 H -0.9562 -0.7081 -1.1438  C3 1.155
12 H -1.6357 -1.3592 0.3837  C3 1.119
13 H -2.4020 1.1900 0.5313  C4 1.102
14 H -1.1860 2.3336 0.2583  C4 1.116
15 H -1.7010 1.0870 -1.1765  C4 1.105
16 H 1.7132 1.8878 -0.9946  O8 1.070